This record from the Open Molecules 2025 dataset describes 2 unconnected molecules or ions with the total composition C15H20O3 at a distorted geometry. The level of theory is ωB97M-V/def2-TZVPD.

CARTESIAN COORDINATES (ANGSTROEM)
C 3.50103 1.15368 1.57199
C 3.74192 0.42846 2.83419
C 2.79326 -0.84251 3.16314
C 1.51025 -0.41606 3.37212
O 1.24088 -0.21676 4.40505
C 0.74033 -0.24240 2.23476
C -0.26470 0.79521 2.28038
C -1.24434 0.65130 1.21827
C -1.06881 -0.09103 0.10181
C -0.04095 -0.93725 -0.03691
C 0.66802 -1.07817 1.25819
H 1.56016 -1.94113 1.18104
H 0.22402 -1.65321 -0.97505
C -2.09774 0.20774 -1.09813
C -2.75401 -1.24249 -1.40118
H -3.50528 -0.82465 -2.09201
H -2.01009 -1.83397 -1.87706
H -3.19389 -1.37591 -0.47602
H -2.87821 0.88786 -0.91048
C -1.23639 0.75677 -2.30043
C -2.04860 0.98054 -3.50043
C -2.69780 0.07151 -4.15507
O -3.90992 -0.09923 -4.61640
O -1.79075 -0.85548 -4.51220
H -2.30515 -1.98552 -5.02855
H -2.96741 1.70008 -3.25766
H -1.32886 1.64426 -4.35809
H -0.74639 1.45238 -1.99332
H -0.46747 -0.03484 -2.63579
H -2.04037 1.57491 1.19020
H -0.63194 1.15257 3.22043
H 3.11728 -1.64029 2.43384
H 3.24616 -1.25051 4.16910
H 3.77030 1.15336 3.70276
H 4.94447 0.14399 2.99633
H 3.47975 0.36713 0.89290
H 4.20880 1.72897 1.41549
H 2.48244 1.71071 1.58280

LUMO level ... -0.006 Eh
Energy relative to the best compared isomer or geometry (same formula, charge and spin) ... 275.1 kcal per mole
Total charge ... 0
Orbital gap ... 9.195 eV
HOMO energy ... -9.35 eV

This record from the Open Molecules 2025 dataset describes 2 unconnected molecules or ions with the total composition C3H6N3 at a distorted geometry. The level of theory is ωB97M-V/def2-TZVPD.

CARTESIAN COORDINATES (ANGSTROEM)
C 0.93811 -0.89878 0.09585
C 0.10645 -1.97770 -0.24878
C -1.29575 1.54106 -0.02556
N 0.93885 2.23746 0.39869
N 1.70695 -0.08277 0.36874
N -0.15173 1.98058 0.19054
H -0.60651 -2.18217 0.55381
H 0.70555 -2.87579 -0.42310
H -0.44183 -1.74962 -1.16683
H -1.96588 1.43020 0.80934
H -1.68672 1.55229 -1.02573
H 1.75250 1.02524 0.47303

LUMO level ... -0.154 Eh
Energy relative to the best compared isomer or geometry (same formula, charge and spin) ... 68.1 kcal per mole
Total charge ... +1
Orbital gap ... 10.052 eV
HOMO energy ... -14.26 eV